Density functional theory data (ωB97M-V with the def2-TZVPD basis set) for 2 unconnected molecules or ions with the total composition C3H5O2S2.

Each line ends with the Löwdin charge.
Atoms and positions in Å:
1 C 2.1028 -0.2962 -0.4916  -0.2228
2 C 2.6815 -1.0751 -1.1863  0.0787
3 C 1.5732 0.6945 0.3953  -0.1243
4 O -2.0089 -0.3309 1.9568  -0.5757
5 O -1.5752 0.5729 -0.3534  -0.6124
6 S -4.3965 -0.6909 -0.0204  0.0483
7 S -1.9614 -0.5770 0.5302  0.4684
8 H -3.9350 0.4175 -0.7155  -0.2784
9 H 3.2036 -1.6550 -1.8848  -0.0022
10 H 1.3225 0.3170 1.3413  0.0556
11 H 2.3161 1.5137 0.5737  0.0912
12 H 0.6773 1.1095 -0.1454  0.0737

## Properties
maximum force: 2.7 eV/Å
2S+1: 1
energy above the lowest of the compared OMol25 structures with the same formula, charge and spin: 2.4180 eV
HOMO: -3.86 eV
net charge: -1
molecular weight: 137.2 Da
LUMO energy: 0.1287 hartree
HOMO-LUMO gap: 0.270 Ha